Entry 1:
{
  "formula": "C18H17IrN2O8",
  "method": "the ωB97M-V functional and the def2-TZVPD basis",
  "elements": ["Ir", "O", "C", "O", "C", "C", "C", "C", "C", "C", "O", "N", "O", "O", "N", "O", "O", "H", "H", "C", "H", "H", "H", "C", "C", "C", "C", "C", "C", "C", "O", "C", "C", "C", "H", "H", "H", "H", "H", "H", "H", "H", "H", "H", "H", "H"],
  "xyz": [[-0.432204, 0.254065, 0.434912], [2.113695, -2.772273, -0.917113], [1.106687, -2.212328, -0.558902], [1.071599, -0.924208, -0.335702], [-0.163292, -3.009064, -0.356324], [-0.044426, -4.390013, -0.444868], [-1.162905, -5.188505, -0.306691], [-2.419734, -4.660115, -0.079074], [-2.532493, -3.290293, 0.024114], [-1.428944, -2.438191, -0.129723], [-1.621982, -1.129136, -0.123886], [-3.860033, -2.749199, 0.336316], [-3.912091, -1.739384, 1.004555], [-4.812838, -3.369424, -0.080757], [-1.020705, -6.648162, -0.399481], [0.091513, -7.085665, -0.590300], [-2.026922, -7.312571, -0.275756], [0.929629, -4.818826, -0.633494], [-3.288141, -5.294044, 0.028869], [-1.152139, 0.141191, 2.355268], [-0.870499, -0.827257, 2.762748], [-2.235857, 0.242202, 2.316459], [-0.693438, 0.949372, 2.919643], [6.082150, 0.511084, -2.688700], [4.821986, 1.021601, -2.058412], [3.886362, 1.740768, -2.794419], [2.691911, 2.175145, -2.247048], [1.726567, 2.916934, -3.125851], [2.389408, 1.863126, -0.891884], [1.100690, 2.205977, -0.413189], [0.618436, 1.810437, 0.783919], [3.370894, 1.193004, -0.108652], [3.214850, 0.934085, 1.359518], [4.545444, 0.784432, -0.717508], [6.287710, 1.017224, -3.630298], [5.999592, -0.557609, -2.893560], [6.937875, 0.652411, -2.028548], [4.090343, 1.965926, -3.834057], [2.188518, 3.147118, -4.083404], [1.402747, 3.857575, -2.677633], [0.831574, 2.321909, -3.321759], [0.453327, 2.867069, -0.977908], [2.787037, 1.786652, 1.884501], [4.184022, 0.700918, 1.796654], [2.558918, 0.078317, 1.528102], [5.275758, 0.261823, -0.111977]],
  "atomic_forces_ev_per_a": [[0.2, 0.2, 0.3], [0.1, -0.1, 0.0], [0.0, -0.2, 0.0], [0.0, 0.4, -0.1], [-0.1, -0.1, 0.0], [-0.1, 0.1, 0.0], [0.0, 0.1, 0.0], [0.1, 0.1, 0.0], [0.0, -0.2, 0.0], [0.3, -0.3, -0.1], [0.0, 0.4, 0.0], [0.1, 0.0, -0.1], [-0.1, 0.1, 0.1], [-0.2, 0.0, 0.0], [0.0, 0.1, 0.0], [0.1, -0.1, 0.0], [-0.1, -0.1, 0.0], [0.0, 0.0, 0.0], [0.0, 0.0, 0.0], [-0.2, 0.0, 0.0], [0.0, 0.0, 0.0], [0.0, 0.0, 0.0], [0.0, 0.0, 0.0], [0.0, 0.0, 0.0], [-0.1, 0.0, 0.0], [-0.1, 0.1, 0.0], [0.2, -0.1, -0.1], [-0.1, 0.0, 0.0], [0.1, 0.0, 0.0], [0.2, 0.1, -0.3], [-0.3, -0.5, -0.1], [0.2, 0.0, -0.2], [-0.1, -0.1, 0.1], [-0.1, 0.1, 0.2], [0.0, 0.0, 0.0], [0.0, 0.0, 0.0], [0.0, 0.0, 0.0], [0.0, 0.0, 0.0], [0.0, 0.0, 0.0], [0.0, 0.0, 0.0], [0.0, 0.0, 0.0], [0.0, 0.0, 0.1], [0.0, 0.0, 0.0], [0.0, 0.0, 0.0], [0.0, 0.0, 0.0], [0.1, 0.0, 0.0]],
  "multiplicity": 5,
  "gap_ev": [6.29, 6.18],
  "s2": 6.040
}

---

Entry 2:
{
  "formula": "C18H17IrN3O9S2",
  "method": "the ωB97M-V functional and the def2-TZVPD basis",
  "elements": ["Ir", "O", "C", "C", "N", "C", "C", "O", "O", "C", "C", "O", "O", "H", "H", "H", "H", "H", "H", "H", "H", "H", "O", "N", "C", "C", "C", "C", "C", "S", "H", "H", "H", "H", "O", "S", "O", "N", "C", "O", "C", "C", "C", "C", "C", "C", "H", "H", "H", "H"],
  "xyz": [[-0.240953, -0.130723, 0.613815], [-2.544702, 0.670723, -1.662086], [-1.669009, 1.598889, -2.272590], [-0.572435, 2.041859, -1.319238], [-1.023144, 2.785515, -0.177145], [-2.331474, 2.601572, 0.414511], [-2.378444, 1.677698, 1.623227], [-2.894865, 2.005428, 2.656901], [-1.871393, 0.437476, 1.496611], [-0.013611, 3.395052, 0.643566], [0.883774, 2.543803, 1.550873], [1.725282, 3.096291, 2.211367], [0.757494, 1.222545, 1.613199], [-2.486925, -0.184272, -2.095047], [-2.246712, 2.476458, -2.578486], [-1.194866, 1.184141, -3.164557], [0.137272, 2.657577, -1.886110], [0.056084, 1.139925, -1.064926], [-3.024154, 2.205991, -0.321842], [-2.712828, 3.565242, 0.757322], [-0.492191, 4.121705, 1.303148], [0.681723, 3.961588, 0.016465], [1.639159, -0.710819, 0.084921], [2.199597, -1.587660, 0.949596], [3.515598, -1.817017, 0.766521], [4.172297, -2.732282, 1.539668], [3.456171, -3.417373, 2.523212], [2.122423, -3.149111, 2.704818], [1.478683, -2.203333, 1.903774], [-0.206472, -1.838697, 2.078297], [3.958026, -1.230078, -0.023254], [5.225102, -2.904867, 1.377376], [3.948082, -4.151191, 3.146113], [1.539099, -3.656515, 3.459687], [-0.909797, -5.912611, -1.446371], [-0.074906, -5.011013, -0.717080], [0.565741, -5.446205, 0.489952], [-0.899810, -3.602007, -0.401917], [-0.335430, -2.612507, -0.994303], [-0.741825, -1.368267, -0.890169], [0.840847, -2.925757, -1.861906], [1.602799, -2.082771, -2.651048], [2.657517, -2.637995, -3.365260], [2.941501, -3.999274, -3.284192], [2.171897, -4.845266, -2.492721], [1.126087, -4.274577, -1.799183], [1.382777, -1.025294, -2.700756], [3.268723, -2.005324, -3.995663], [3.770366, -4.404540, -3.849607], [2.381356, -5.904264, -2.427269]],
  "atomic_forces_ev_per_a": [[2.4, -0.8, 0.3], [-0.1, 0.0, -0.2], [0.0, -0.1, 0.0], [-0.2, 0.2, 0.2], [0.2, -0.1, 0.0], [0.0, 0.1, 0.1], [0.5, -1.2, 0.2], [-0.4, 0.3, 0.1], [-1.5, 1.0, 0.0], [-0.2, 0.1, -0.3], [0.2, -0.6, 0.6], [0.0, 0.3, -0.1], [-0.6, 0.6, 0.2], [0.2, -0.1, 0.1], [0.1, 0.0, 0.0], [0.0, 0.0, 0.0], [0.1, 0.0, 0.1], [0.0, -0.3, 0.0], [0.0, 0.0, 0.0], [0.1, 0.0, 0.0], [0.0, 0.0, 0.0], [0.0, 0.0, 0.0], [0.2, -0.6, 0.2], [-0.2, 0.5, -0.4], [0.1, -0.1, 0.0], [-0.1, 0.1, 0.0], [0.0, 0.0, 0.1], [0.0, -0.1, 0.0], [0.1, 0.0, -0.1], [0.1, 1.2, -0.6], [0.0, 0.0, 0.0], [0.0, 0.0, 0.0], [0.0, 0.0, 0.0], [0.0, 0.0, 0.0], [0.0, -0.1, 0.0], [-0.2, 0.2, -0.1], [0.1, 0.0, 0.1], [0.1, -0.3, 0.2], [-0.2, 0.8, -0.2], [-0.6, -0.9, -0.4], [-0.1, -0.1, -0.1], [0.0, 0.0, 0.0], [0.0, 0.0, 0.0], [0.0, 0.0, 0.0], [0.0, 0.0, 0.0], [0.0, 0.0, 0.0], [0.0, 0.0, 0.0], [0.0, 0.0, 0.0], [0.0, 0.0, 0.0], [0.0, 0.0, 0.0]],
  "e_above_lowest_ev": 3.115,
  "multiplicity": 2,
  "gap_ev": [6.95, 5.26],
  "s2": 0.756
}

---

Entry 3:
{
  "formula": "C18H17IrN3O9S2",
  "method": "the ωB97M-V functional and the def2-TZVPD basis",
  "elements": ["Ir", "O", "C", "C", "N", "C", "C", "O", "O", "C", "C", "O", "O", "H", "H", "H", "H", "H", "H", "H", "H", "H", "O", "N", "C", "C", "C", "C", "C", "S", "H", "H", "H", "H", "O", "S", "O", "N", "C", "O", "C", "C", "C", "C", "C", "C", "H", "H", "H", "H"],
  "xyz": [[0.598825, -0.028876, 0.139552], [-2.602133, -0.099507, 0.211818], [-2.793077, -0.872293, 1.379649], [-1.639197, -1.842829, 1.540499], [-0.314644, -1.207036, 1.749366], [0.694341, -2.270563, 1.981596], [2.072076, -1.635050, 1.989237], [2.987635, -2.057439, 2.639691], [2.165002, -0.567037, 1.209856], [-0.336958, -0.309779, 2.934249], [-0.311050, 1.168936, 2.574655], [-0.763155, 1.992490, 3.330859], [0.287668, 1.458430, 1.447478], [-2.791838, 0.827883, 0.379897], [-3.713315, -1.454846, 1.287472], [-2.890289, -0.237339, 2.264254], [-1.556118, -2.498253, 0.672940], [-1.840456, -2.462499, 2.421435], [0.641020, -2.992375, 1.168944], [0.509759, -2.765566, 2.935171], [0.565502, -0.485492, 3.521642], [-1.191495, -0.530080, 3.571422], [-0.546173, 1.300204, -0.953231], [-0.040055, 1.847800, -2.067038], [-0.872750, 2.655003, -2.763762], [-0.449591, 3.239429, -3.918953], [0.857596, 2.992192, -4.361922], [1.685460, 2.185528, -3.630228], [1.228588, 1.599099, -2.437891], [2.189982, 0.626116, -1.420477], [-1.852826, 2.769390, -2.327608], [-1.125283, 3.876015, -4.469151], [1.214726, 3.441583, -5.278161], [2.700820, 1.982178, -3.938758], [0.240796, -5.445769, -3.394419], [0.949579, -4.208578, -3.537643], [2.106429, -4.159737, -4.379895], [1.301406, -3.579156, -2.062745], [0.663127, -2.472553, -1.853704], [0.871387, -1.821702, -0.758227], [-0.290285, -2.052682, -2.934427], [-1.222731, -1.030655, -2.972031], [-1.994279, -0.883028, -4.120211], [-1.850605, -1.747547, -5.199528], [-0.950328, -2.806000, -5.141574], [-0.195292, -2.933177, -3.996998], [-1.386373, -0.397014, -2.113847], [-2.732829, -0.092404, -4.166797], [-2.463868, -1.611977, -6.080776], [-0.853638, -3.512704, -5.954750]],
  "atomic_forces_ev_per_a": [[1.0, 0.4, -0.6], [0.0, 0.0, -0.2], [0.1, 0.0, 0.0], [-0.1, 0.0, 0.1], [-0.4, 0.3, -0.2], [0.0, -0.1, 0.1], [0.1, 0.0, -0.1], [-0.1, 0.0, 0.0], [-0.2, -0.2, 0.2], [0.1, 0.1, 0.1], [-0.1, 0.0, 0.1], [0.0, 0.0, 0.0], [0.4, -0.1, -0.3], [0.1, 0.0, 0.1], [0.0, -0.1, 0.1], [0.0, 0.0, 0.0], [0.0, 0.1, -0.1], [0.0, -0.1, -0.1], [0.0, 0.0, 0.0], [0.0, 0.0, 0.0], [0.0, 0.0, 0.0], [0.0, 0.0, 0.0], [-0.4, -0.6, 0.3], [0.0, -0.1, 0.1], [0.0, 0.0, -0.1], [0.0, 0.0, 0.0], [0.1, 0.0, 0.0], [0.0, 0.0, 0.0], [0.0, -0.1, 0.0], [-0.3, 0.3, 0.3], [0.0, 0.0, 0.0], [0.0, 0.0, 0.0], [0.0, 0.0, 0.0], [0.0, 0.0, 0.0], [0.0, 0.0, 0.0], [0.0, 0.0, 0.0], [0.0, 0.0, 0.0], [0.0, 0.1, 0.0], [0.2, 0.0, -0.1], [-0.3, 0.1, 0.1], [0.0, 0.0, 0.0], [0.0, 0.0, 0.1], [0.0, 0.0, 0.0], [0.0, 0.0, 0.0], [0.0, 0.0, 0.0], [0.0, 0.0, 0.0], [0.0, 0.1, 0.0], [0.0, 0.0, 0.0], [0.0, 0.0, 0.0], [0.0, 0.0, 0.0]],
  "e_above_lowest_ev": 1.416,
  "multiplicity": 2,
  "gap_ev": [8.57, 6.45],
  "s2": 0.756
}

---

Entry 4:
{
  "formula": "C18H17N3OS2",
  "method": "the ωB97M-V functional and the def2-TZVPD basis",
  "elements": ["C", "C", "C", "C", "C", "C", "C", "H", "C", "H", "H", "H", "H", "N", "C", "O", "C", "H", "H", "S", "C", "N", "N", "C", "C", "C", "H", "H", "C", "C", "C", "C", "S", "H", "H", "H", "H", "H", "H", "H", "H"],
  "xyz": [[5.123187, -0.891755, -0.309136], [3.958831, -1.823704, -0.462018], [2.684866, -1.443902, -0.078434], [1.610873, -2.320333, -0.219914], [1.817102, -3.584080, -0.752751], [3.092457, -3.977225, -1.140176], [4.150809, -3.095424, -0.991423], [5.144097, -3.394440, -1.294797], [3.304286, -5.352021, -1.697555], [2.513973, -5.605996, -2.400518], [3.280715, -6.086258, -0.892320], [4.265035, -5.426974, -2.200985], [0.987160, -4.261655, -0.860805], [0.350924, -1.868966, 0.195069], [-0.821698, -2.543313, 0.247346], [-1.007440, -3.682098, -0.116729], [-1.977595, -1.707628, 0.785590], [-2.786559, -2.376872, 1.076924], [-2.330017, -1.003919, 0.025260], [-1.539434, -0.682945, 2.226533], [-2.046926, 0.909334, 1.691431], [-2.504794, 1.045638, 0.459481], [-2.918364, 2.191794, 0.023365], [-2.895740, 3.268980, 0.803503], [-2.398897, 3.204804, 2.124817], [-1.958482, 1.993170, 2.583359], [-1.561263, 1.851054, 3.575880], [-2.374861, 4.091485, 2.740420], [-3.403312, 4.488801, 0.230113], [-3.908555, 4.664405, -1.032076], [-4.325529, 5.984132, -1.277688], [-4.138527, 6.800993, -0.206020], [-3.446965, 5.978252, 1.129024], [-4.364340, 7.845029, -0.115452], [-4.746627, 6.315902, -2.209649], [-3.966523, 3.859021, -1.740321], [0.342357, -0.922835, 0.555862], [2.518579, -0.459356, 0.338120], [5.840225, -1.299143, 0.402977], [5.636125, -0.766040, -1.261438], [4.800847, 0.084088, 0.045131]],
  "atomic_forces_ev_per_a": [[0.0, 0.0, 0.0], [-0.1, 0.0, 0.0], [0.1, -0.1, 0.0], [0.1, -0.3, -0.1], [-0.1, -0.1, 0.0], [0.1, 0.2, 0.0], [-0.1, 0.0, 0.0], [0.1, -0.1, -0.1], [0.0, 0.0, 0.1], [0.0, -0.1, -0.1], [0.0, -0.1, 0.0], [0.0, 0.0, 0.0], [-0.1, 0.0, 0.0], [0.3, 0.4, 0.0], [-0.3, 0.3, 0.2], [0.0, -0.3, -0.1], [-0.1, 0.0, 0.3], [0.1, 0.0, -0.1], [0.0, -0.2, 0.0], [0.0, -0.3, 0.0], [-0.1, 0.3, 0.0], [0.3, -0.8, 0.4], [-0.4, 1.2, -0.5], [0.4, -0.7, 0.7], [-0.1, -0.3, -0.4], [-0.1, -0.1, -0.4], [0.0, 0.0, 0.1], [0.0, 0.0, 0.1], [-0.3, 0.9, -0.3], [0.2, -0.3, 0.4], [-0.1, 0.3, 0.1], [0.1, -0.1, 0.2], [-0.1, -0.3, -0.5], [-0.1, 0.2, 0.0], [-0.1, 0.1, -0.1], [0.0, -0.2, -0.1], [-0.1, -0.2, 0.0], [0.0, 0.1, 0.0], [0.1, 0.0, 0.0], [0.1, 0.1, 0.0], [0.0, 0.1, 0.0]],
  "e_above_lowest_ev": 0.173,
  "gap_ev": 8.14,
  "smiles": "Cc1cc(C)cc(NC(=O)CSc2ccc(-c3cccs3)nn2)c1"
}

---

Entry 5:
{
  "formula": "C18H17N8O6ReS3",
  "method": "the ωB97M-V functional and the def2-TZVPD basis",
  "elements": ["Re", "O", "N", "N", "O", "C", "C", "C", "C", "C", "C", "H", "H", "H", "H", "H", "C", "N", "C", "C", "O", "N", "C", "N", "H", "H", "H", "H", "H", "H", "H", "S", "C", "S", "C", "N", "N", "C", "C", "C", "C", "C", "C", "S", "H", "H", "H", "H", "H", "O", "N", "O", "O"],
  "xyz": [[0.639313, 0.417369, 0.196431], [2.041583, 1.809984, 0.528200], [2.112691, 2.355090, 1.715075], [1.262055, 1.884684, 2.503290], [0.389178, 0.977334, 2.091355], [1.162009, 2.326753, 3.867795], [2.308134, 2.748336, 4.522156], [2.181048, 3.182522, 5.830670], [0.937612, 3.179679, 6.449431], [-0.191149, 2.744037, 5.768210], [-0.091219, 2.308264, 4.457088], [3.267438, 2.726017, 4.024941], [3.057660, 3.511662, 6.370828], [0.849479, 3.513727, 7.474336], [-1.154933, 2.742012, 6.257953], [-0.953038, 1.966128, 3.900418], [-1.698197, 4.662242, -2.776137], [-1.525816, 3.719826, -1.684290], [-2.295023, 3.724663, -0.454590], [-1.726588, 2.516130, 0.273664], [-2.073408, 2.092499, 1.339112], [-0.709872, 1.975838, -0.524957], [-0.657181, 2.713630, -1.659486], [0.188889, 2.476273, -2.656018], [-2.606847, 5.230238, -2.598680], [-1.816064, 4.137238, -3.725262], [-0.861392, 5.358940, -2.837710], [-3.361910, 3.592190, -0.637766], [-2.141568, 4.631902, 0.131761], [0.660850, 1.588329, -2.709360], [0.184946, 3.056862, -3.476822], [-0.003861, -6.500371, 0.677726], [0.543704, -4.987893, 0.394703], [1.174972, -3.902579, 1.625979], [1.506995, -2.721089, 0.404497], [1.176405, -3.065407, -0.786094], [0.612125, -4.308910, -0.789512], [0.201801, -4.832037, -2.059449], [1.109855, -4.828024, -3.104762], [0.711976, -5.307638, -4.343520], [-0.577640, -5.787246, -4.521247], [-1.477015, -5.782729, -3.463536], [-1.091584, -5.299166, -2.223570], [2.262987, -1.176213, 0.785566], [2.112560, -4.454545, -2.944303], [1.413819, -5.314548, -5.166604], [-0.882957, -6.167632, -5.487041], [-2.482217, -6.157037, -3.602567], [-1.777646, -5.294023, -1.387998], [-0.837039, -0.974847, -0.291053], [-0.514086, -1.040431, -1.543568], [-1.074777, -1.682397, -2.345113], [0.512952, -0.285612, -1.790158]],
  "atomic_forces_ev_per_a": [[0.0, -0.1, 0.1], [0.0, 0.0, -0.1], [0.0, 0.0, 0.0], [0.0, 0.0, -0.1], [0.1, 0.1, 0.1], [0.0, 0.0, 0.1], [0.0, 0.0, 0.0], [0.0, 0.0, 0.0], [0.0, 0.0, 0.0], [0.0, 0.0, 0.0], [0.0, 0.0, 0.0], [0.0, 0.0, 0.0], [0.0, 0.0, 0.0], [0.0, 0.0, 0.0], [0.0, 0.0, 0.0], [0.0, 0.0, 0.0], [0.0, 0.0, 0.0], [0.0, 0.0, 0.0], [0.0, 0.0, 0.0], [-0.1, 0.0, 0.0], [0.0, 0.0, 0.0], [0.0, -0.1, -0.1], [0.0, 0.0, 0.0], [0.0, 0.0, 0.0], [0.0, 0.0, 0.0], [0.0, 0.0, 0.0], [0.0, 0.0, 0.0], [0.0, 0.0, 0.0], [0.0, 0.0, 0.0], [0.0, 0.0, 0.0], [0.0, 0.0, 0.0], [0.0, 0.0, 0.0], [-0.1, 0.0, 0.1], [0.0, -0.1, 0.0], [0.1, 0.0, 0.0], [0.0, 0.0, 0.0], [0.0, 0.0, -0.1], [0.0, 0.0, 0.0], [0.0, 0.0, 0.0], [0.0, 0.0, 0.0], [0.0, 0.0, 0.0], [0.0, 0.0, 0.0], [0.0, 0.0, 0.0], [-0.2, 0.0, 0.0], [0.0, 0.0, 0.0], [0.0, 0.0, 0.0], [0.0, 0.0, 0.0], [0.0, 0.0, 0.0], [0.0, 0.0, 0.0], [0.0, 0.1, 0.0], [-0.1, -0.1, 0.0], [0.0, 0.0, 0.0], [0.1, 0.1, 0.0]],
  "e_above_lowest_ev": 0.000,
  "charge": 1,
  "multiplicity": 4,
  "gap_ev": [6.80, 5.11],
  "s2": 3.769
}

---

Calculated total energy values, unit hartree, following the record order: -1511.55539; -2438.14779; -2438.21020; -1731.99678; -2858.08370.